{
  "formula": "C51H98Cl2INO11PS",
  "method": "ωB97M-V with the def2-TZVPD basis set",
  "energy_ev": -131739.3711,
  "lumo_energy_ev": -2.56,
  "gap_ev": 7.53,
  "molar_mass_g_mol": 1162.192,
  "total_charge": 1,
  "relative_energy_kcal_mol": 225.4,
  "homo_energy_ev": -10.08,
  "elements": ["C", "C", "C", "N", "C", "C", "C", "C", "C", "I", "P", "C", "C", "C", "C", "C", "C", "C", "C", "C", "C", "C", "C", "C", "O", "C", "C", "C", "C", "C", "S", "O", "O", "Cl", "C", "Cl", "H", "H", "H", "H", "H", "H", "H", "H", "H", "H", "H", "H", "H", "H", "H", "H", "H", "H", "H", "H", "H", "H", "H", "H", "H", "H", "H", "H", "H", "H", "H", "H", "H", "H", "H", "H", "H", "H", "H", "H", "H", "H", "H", "H", "H", "H", "H", "H", "H", "H", "C", "C", "O", "C", "H", "H", "H", "H", "H", "H", "C", "C", "O", "C", "H", "H", "H", "H", "H", "H", "C", "C", "O", "C", "H", "H", "H", "H", "H", "H", "C", "C", "O", "C", "H", "H", "H", "H", "H", "H", "C", "C", "O", "C", "H", "H", "H", "H", "H", "H", "C", "C", "O", "C", "H", "H", "H", "H", "H", "H", "C", "C", "O", "C", "H", "H", "H", "H", "H", "H", "C", "C", "O", "C", "H", "H", "H", "H", "H", "H"],
  "coordinates": [[-3.408, 0.303, 5.861], [-2.389, -0.245, 5.210], [-1.231, -0.439, 4.084], [-1.680, -1.246, 2.899], [-0.503, -1.921, 2.189], [-0.543, -1.593, 0.571], [1.013, -1.690, 0.137], [1.328, -1.348, -1.411], [2.158, -2.622, -2.043], [1.816, -2.597, -4.237], [-1.279, -3.164, -0.124], [-2.575, -4.038, 0.899], [-4.134, -3.789, 0.481], [-1.435, -3.299, -1.980], [-2.688, -4.150, -2.551], [-1.315, -0.155, 0.571], [-2.225, 0.083, -0.777], [-1.466, 0.898, -1.945], [-1.974, 0.504, -3.461], [-0.843, 1.068, -4.465], [-0.914, 0.501, -5.974], [0.537, 0.848, -6.663], [0.620, 0.409, -8.228], [1.106, -1.157, -8.246], [1.364, -1.563, -9.628], [0.571, -2.761, -9.875], [-0.151, 0.913, 0.912], [-0.648, 2.340, 1.518], [-1.081, 3.433, 0.405], [-2.670, 3.643, 0.234], [-3.301, 4.784, 1.595], [-2.681, 4.448, 2.956], [-3.002, 6.239, 1.309], [-5.357, 4.542, 1.810], [-2.401, -0.532, 1.754], [-3.703, 0.678, 2.204], [-4.151, 0.907, 6.518], [-0.394, -1.047, 4.628], [-0.769, 0.556, 3.740], [-2.375, -1.966, 3.176], [0.469, -1.455, 2.593], [-0.450, -3.036, 2.484], [1.744, -1.089, 0.800], [1.315, -2.809, 0.289], [0.409, -1.221, -2.086], [2.055, -0.441, -1.520], [1.657, -3.616, -1.691], [3.283, -2.581, -1.818], [-2.405, -5.189, 0.788], [-2.518, -3.840, 2.042], [-4.728, -3.424, 1.420], [-4.610, -4.822, 0.220], [-4.280, -3.058, -0.393], [-0.475, -3.826, -2.388], [-1.463, -2.268, -2.488], [-2.861, -5.064, -1.860], [-3.647, -3.498, -2.456], [-2.599, -4.435, -3.670], [-2.601, -0.905, -1.239], [-3.193, 0.695, -0.540], [-0.324, 0.790, -1.966], [-1.792, 2.015, -1.830], [-2.953, 1.097, -3.675], [-2.228, -0.610, -3.579], [0.242, 0.951, -4.050], [-1.020, 2.222, -4.543], [-1.693, 1.070, -6.634], [-1.101, -0.634, -6.019], [1.382, 0.259, -6.118], [0.794, 1.985, -6.575], [-0.365, 0.575, -8.799], [1.452, 0.993, -8.788], [2.099, -1.200, -7.658], [0.286, -1.768, -7.718], [-0.511, -2.414, -10.105], [1.042, -3.302, -10.779], [0.623, -3.506, -8.982], [0.497, 1.185, -0.023], [0.629, 0.531, 1.695], [0.307, 2.789, 2.027], [-1.402, 2.238, 2.400], [-0.658, 4.459, 0.774], [-0.520, 3.238, -0.600], [-3.302, 2.686, 0.286], [-2.882, 4.211, -0.766], [-3.039, -1.323, 1.176], [-6.022, -2.550, 9.392], [-6.085, -2.946, 7.941], [-5.733, -4.054, 7.570], [-6.599, -1.921, 6.965], [-5.634, -3.386, 9.978], [-5.354, -1.695, 9.515], [-7.024, -2.305, 9.754], [-5.956, -1.038, 6.981], [-7.625, -1.648, 7.218], [-6.588, -2.344, 5.957], [5.334, 0.334, -6.581], [4.510, 1.082, -7.596], [3.318, 1.285, -7.420], [5.211, 1.569, -8.834], [4.697, 0.044, -5.741], [5.751, -0.568, -7.033], [6.135, 0.976, -6.208], [5.622, 0.722, -9.385], [6.007, 2.265, -8.561], [4.494, 2.090, -9.474], [-1.637, 4.433, 8.320], [-1.704, 4.028, 6.873], [-1.356, 2.915, 6.508], [-2.216, 5.045, 5.890], [-1.249, 3.600, 8.912], [-0.966, 5.288, 8.435], [-2.637, 4.684, 8.682], [-1.570, 5.926, 5.898], [-3.242, 5.324, 6.144], [-2.210, 4.613, 4.886], [9.936, 1.157, -10.297], [8.785, 0.202, -10.131], [7.781, 0.520, -9.512], [8.917, -1.160, -10.758], [9.701, 2.098, -9.794], [10.837, 0.734, -9.846], [10.102, 1.358, -11.358], [9.773, -1.686, -10.327], [9.038, -1.062, -11.839], [8.013, -1.741, -10.558], [4.281, -3.615, -12.260], [4.509, -2.202, -12.730], [5.558, -1.872, -13.258], [3.393, -1.215, -12.521], [5.169, -4.215, -12.475], [4.105, -3.624, -11.182], [3.429, -4.049, -12.788], [3.177, -1.118, -11.454], [2.501, -1.542, -13.060], [3.696, -0.238, -12.907], [0.133, -1.192, 10.406], [-0.686, -0.434, 9.397], [-1.879, -0.234, 9.569], [0.021, 0.070, 8.168], [-0.507, -1.494, 11.239], [0.552, -2.089, 9.944], [0.931, -0.554, 10.792], [0.436, -0.772, 7.608], [0.815, 0.764, 8.454], [-0.692, 0.598, 7.530], [-1.879, -5.959, 10.099], [-1.658, -4.539, 9.650], [-0.608, -4.194, 9.130], [-2.782, -3.562, 9.867], [-0.986, -6.551, 9.880], [-2.060, -5.984, 11.176], [-2.726, -6.391, 9.561], [-3.003, -3.480, 10.934], [-3.668, -3.888, 9.319], [-2.484, -2.578, 9.496], [2.237, 8.445, 8.185], [0.829, 8.252, 8.683], [0.000, 7.651, 8.019], [0.485, 8.828, 10.030], [2.341, 7.979, 7.202], [2.454, 9.512, 8.091], [2.942, 7.974, 8.873], [0.625, 9.911, 10.018], [1.113, 8.373, 10.800], [-0.562, 8.612, 10.259]],
  "atomic_forces_ev_per_a": [[5.9, -2.3, -3.3], [-5.1, 3.9, 1.6], [-0.1, 0.3, 3.4], [-0.7, -0.1, -1.0], [1.9, -0.4, -0.3], [0.2, -0.1, 1.8], [0.7, -0.3, -0.5], [1.3, -0.9, -0.5], [-1.0, 0.1, 0.7], [0.4, 0.0, 1.0], [1.2, -1.7, 0.3], [-2.3, -0.7, 0.1], [-0.7, -0.7, 0.9], [-0.2, -0.2, -2.3], [-0.9, 0.6, 0.9], [0.2, -0.8, 0.1], [0.2, 0.8, -0.4], [-1.2, 0.3, -0.9], [0.2, 1.2, 0.5], [-0.6, 0.5, -0.6], [1.3, 1.0, -0.6], [0.0, -0.3, -0.5], [1.0, -0.6, 0.3], [-0.2, 2.2, 0.2], [-1.3, -1.5, 1.8], [0.2, -0.3, -0.7], [-0.1, 1.6, 0.5], [1.1, 0.3, 0.4], [0.4, 0.9, 1.1], [0.0, -0.1, -1.3], [3.7, 3.9, 4.1], [-2.2, -0.5, -4.6], [-1.4, -4.3, -0.5], [1.0, -0.2, -0.5], [-0.7, 0.1, -2.9], [1.5, -0.9, 0.1], [1.7, -1.7, -1.4], [-1.5, 1.0, -1.2], [-1.1, -1.5, 0.5], [0.7, 0.4, 0.4], [-1.7, -0.5, -0.5], [-0.3, 1.8, -0.7], [-1.5, -0.7, -0.9], [-0.7, 2.1, -0.1], [1.3, 0.0, 1.3], [-1.7, -1.4, 0.2], [1.2, 1.8, -0.6], [-1.8, -0.2, -0.5], [0.1, 2.2, 0.2], [0.4, -0.2, -2.0], [1.0, -0.4, -1.8], [0.8, 2.0, 0.2], [0.3, -1.2, 1.4], [-1.6, 1.0, 1.0], [0.1, -1.5, 0.8], [0.3, 1.3, -1.5], [1.6, -1.2, -0.2], [0.2, 0.4, 2.1], [0.7, 1.2, 1.1], [1.8, -1.2, -0.1], [-1.8, 0.2, 0.4], [1.1, -2.0, -0.2], [1.6, -1.2, 0.4], [0.7, 1.5, 0.1], [-2.0, -0.1, -0.7], [0.4, -2.0, 0.2], [1.1, -1.2, 1.5], [0.2, 1.7, 0.2], [-1.5, 1.2, -0.8], [-0.6, -2.1, 0.0], [1.4, -0.5, 1.0], [-1.5, -0.9, 1.1], [-1.6, -0.1, -0.8], [1.3, 0.6, -0.9], [1.6, -1.0, 0.4], [-0.9, 1.0, 1.3], [-0.2, 1.3, -1.5], [-1.4, -0.8, 1.5], [-1.7, 0.3, -1.4], [-1.7, -0.8, -0.9], [1.1, 0.2, -1.8], [-0.8, -1.8, -0.7], [-1.5, 0.2, 1.7], [1.0, 1.5, 0.0], [0.2, -0.9, 2.0], [1.3, 1.0, 1.5], [0.1, -0.3, 0.1], [0.3, -0.8, -0.2], [-0.2, 0.7, 0.2], [0.0, -0.2, -0.4], [-0.2, 0.2, -0.1], [-0.2, 0.1, 0.1], [0.1, 0.2, 0.0], [-0.2, 0.1, 0.1], [0.1, 0.2, 0.1], [0.0, 0.0, 0.2], [-0.3, -0.1, 0.3], [-0.7, 0.3, -0.2], [0.9, -0.1, 0.1], [-0.7, 0.2, -0.1], [0.1, 0.0, -0.1], [0.2, 0.2, 0.0], [0.1, -0.2, -0.2], [0.2, 0.2, 0.2], [0.2, -0.3, -0.1], [0.0, -0.1, 0.2], [0.2, -0.5, 0.2], [0.1, -0.4, -0.2], [-0.1, 0.4, 0.1], [0.2, -0.4, -0.3], [-0.1, 0.1, -0.1], [-0.2, 0.2, 0.0], [0.1, 0.2, 0.0], [-0.2, 0.1, 0.2], [0.1, 0.2, 0.1], [0.0, 0.2, 0.5], [-0.2, 0.3, 0.2], [-0.6, 0.1, 0.4], [0.9, -0.3, -0.4], [-0.4, -0.1, 0.1], [0.0, -0.2, -0.1], [0.0, 0.0, -0.2], [0.2, -0.1, 0.1], [0.1, 0.1, -0.2], [0.2, -0.1, 0.1], [0.1, 0.1, -0.1], [0.4, -0.2, -0.1], [0.8, 0.4, -0.5], [-0.6, -0.3, 0.4], [0.2, 0.3, -0.1], [-0.1, 0.1, 0.0], [-0.2, 0.0, -0.1], [-0.1, 0.0, 0.2], [-0.3, -0.1, -0.1], [-0.1, 0.0, 0.2], [0.0, -0.2, 0.0], [-0.3, 0.0, 0.2], [-0.7, 0.1, 0.2], [0.7, -0.1, -0.2], [-0.4, 0.2, -0.3], [0.1, 0.1, -0.1], [0.1, 0.1, 0.0], [0.1, -0.1, -0.1], [0.2, 0.0, 0.2], [0.1, -0.2, -0.1], [0.1, 0.0, 0.1], [0.4, -0.2, -0.1], [0.6, 0.2, -0.3], [-0.6, -0.2, 0.2], [0.3, 0.3, -0.3], [-0.1, 0.1, 0.0], [-0.2, 0.0, -0.1], [-0.1, 0.0, 0.2], [-0.2, -0.1, -0.1], [0.0, -0.1, 0.2], [-0.1, -0.1, 0.1], [-0.1, -0.2, -0.4], [-0.6, -0.4, -0.5], [0.5, 0.3, 0.4], [-0.4, -0.1, 0.0], [0.0, 0.1, 0.2], [0.1, -0.1, 0.2], [0.0, 0.2, 0.0], [0.2, -0.1, 0.1], [0.1, 0.2, 0.0], [0.2, 0.0, -0.1]],
  "lowdin_charge": [0.110, -0.069, -0.111, -0.098, -0.107, -0.460, -0.213, -0.289, -0.592, 0.715, 1.006, -0.410, -0.180, -0.415, -0.145, -0.289, -0.120, -0.193, -0.187, -0.228, -0.201, -0.230, -0.168, -0.228, -0.251, -0.121, -0.127, -0.186, -0.202, -0.260, 0.448, -0.426, -0.378, 0.350, -0.505, 0.689, 0.094, 0.151, 0.141, 0.169, 0.132, 0.148, 0.118, 0.107, 0.045, 0.126, 0.047, 0.065, 0.094, 0.071, 0.078, 0.089, 0.055, 0.050, 0.043, 0.077, 0.071, 0.094, 0.094, 0.103, 0.082, 0.101, 0.125, 0.094, 0.109, 0.128, 0.122, 0.101, 0.072, 0.124, 0.115, 0.105, 0.116, 0.109, 0.108, 0.091, 0.099, 0.127, 0.115, 0.132, 0.083, 0.130, 0.124, 0.054, 0.133, 0.110, -0.028, -0.497, 0.053, -0.022, 0.073, 0.091, 0.091, 0.060, 0.089, 0.083, -0.013, -0.466, 0.030, -0.025, 0.072, 0.088, 0.088, 0.064, 0.087, 0.086, -0.012, -0.483, 0.026, -0.013, 0.079, 0.068, 0.090, 0.092, 0.095, 0.034, -0.020, -0.476, 0.033, -0.016, 0.084, 0.087, 0.089, 0.087, 0.092, 0.082, -0.028, -0.500, 0.050, -0.021, 0.082, 0.082, 0.084, 0.070, 0.088, 0.084, -0.024, -0.496, 0.034, -0.022, 0.086, 0.073, 0.088, 0.082, 0.091, 0.046, -0.020, -0.483, 0.043, -0.017, 0.084, 0.088, 0.089, 0.101, 0.060, 0.064, -0.025, -0.496, 0.042, -0.023, 0.083, 0.088, 0.087, 0.088, 0.087, 0.084]
}